1.
ORCA calculation (ωB97M-V/def2-TZVPD) on 7 unconnected molecules or ions with the total composition C37H84BrFN4O11PS7Si in a non-equilibrium geometry.

Cartesian coordinates (Å):
C -1.6787 -6.3503 0.8611
P -0.7671 -4.6884 0.6270
O 0.6358 -4.7900 1.6989
C -1.8895 -3.1832 1.1310
C -3.0852 -3.2252 0.0117
C -4.5230 -2.5862 0.5214
O -4.3236 -1.1729 0.8696
Si -5.1924 -0.0783 -0.1895
C -6.8056 0.4733 0.7053
C -4.0771 1.5343 -0.3147
C -5.4278 -0.6881 -1.9996
C -2.2197 -3.5083 2.7034
O -3.1906 -4.5488 3.0664
N -2.4834 -2.0580 3.1614
C -1.1497 -1.4184 2.7190
N -0.3418 -0.6170 3.4853
Br 1.2821 0.0253 2.8099
S -0.7516 -0.1361 5.1474
O -2.2963 0.1470 5.3123
O -0.0745 1.2789 5.3247
F -0.1211 -1.1980 6.3374
N -1.0398 -1.9438 1.3055
C -0.9783 -0.9491 0.1707
C -0.0869 -1.4709 -1.1347
C -0.8694 -1.1976 -2.5756
C -0.7451 -2.4406 -3.6407
C 0.8002 -2.9815 -3.8281
C 0.8347 -3.8942 -5.2080
C 2.4223 -4.1392 -5.6274
C 3.3815 -4.4740 -4.3001
C 4.2155 -3.1578 -3.7877
C 3.9533 -2.7602 -2.2104
C 5.2535 -1.9575 -1.5821
C 4.8409 -0.3929 -1.2291
N 4.2123 0.2807 -2.4605
C 4.8016 0.3832 -3.8710
C 3.6708 1.1977 -4.7598
C 2.3896 1.6313 -3.8134
C 2.8492 0.9901 -2.3610
H -1.2003 -7.1782 0.1616
H -2.8299 -6.3106 0.6293
H -1.5872 -6.7798 1.9687
H 1.4510 -4.5867 1.1206
H -3.3257 -4.3630 -0.2582
H -2.7449 -2.7433 -1.0263
H -4.7771 -3.1449 1.5455
H -5.4261 -2.8056 -0.1893
H -6.5031 0.6798 1.8415
H -7.6914 -0.2900 0.6633
H -7.0941 1.5490 0.2767
H -4.6819 2.4751 -0.6578
H -3.5985 1.7209 0.7394
H -3.1698 1.2650 -1.0380
H -4.4201 -1.0312 -2.4877
H -6.2234 -1.5763 -1.9522
H -5.9239 0.2203 -2.5948
H -1.2353 -3.8339 3.2477
H -2.7441 -5.1650 3.7488
H -2.5643 -2.2140 4.2098
H -2.0392 -0.6586 -0.2816
H -0.4871 0.0971 0.4693
H 0.8972 -0.7968 -1.1845
H 0.2900 -2.5739 -1.0333
H -2.0293 -0.9918 -2.4362
H -0.3847 -0.2302 -3.0508
H -1.4433 -3.3483 -3.3657
H -1.1110 -2.0438 -4.6954
H 1.5257 -2.0545 -3.9179
H 1.0360 -3.6889 -2.9236
H 0.3225 -4.9247 -4.9902
H 0.2607 -3.3935 -6.0972
H 2.8666 -3.1917 -6.1644
H 2.4610 -5.0412 -6.3935
H 4.1552 -5.2862 -4.6488
H 2.7489 -4.9496 -3.4239
H 3.9888 -2.2767 -4.5337
H 5.3683 -3.4362 -3.8748
H 2.9600 -2.1087 -2.1537
H 3.7503 -3.7184 -1.5299
H 5.6595 -2.4764 -0.6119
H 6.1037 -1.9118 -2.4121
H 4.0655 -0.3453 -0.3323
H 5.7811 0.2675 -0.9536
H 5.8410 -0.0863 -4.2015
H 3.8061 1.4238 -5.9021
H 1.4194 2.2431 -4.1094
H 2.2165 1.0375 -1.3498
C -4.8577 1.2162 9.6159
S -3.9455 -0.3330 9.4095
O -3.5447 -0.8047 10.7757
C -2.4857 0.4098 8.6419
H -5.8030 0.9979 10.1184
H -4.2775 1.9142 10.2239
H -5.0627 1.6523 8.6355
H -2.0508 1.1573 9.3097
H -2.7672 0.8720 7.6931
H -1.7531 -0.3788 8.4558
C 6.1953 3.6294 -1.7258
S 7.5383 2.8781 -2.6781
O 7.4442 1.3925 -2.4942
C 8.8765 3.4726 -1.6162
H 5.2452 3.3557 -2.1906
H 6.2142 3.2614 -0.6973
H 6.3030 4.7163 -1.7381
H 8.7311 3.1143 -0.5943
H 8.8976 4.5646 -1.6319
H 9.8228 3.0878 -2.0032
C 10.1755 4.4389 -7.1691
S 9.1546 3.7601 -5.8380
O 9.8597 4.0379 -4.5437
C 9.4408 2.0222 -6.2498
H 10.1751 5.5282 -7.0855
H 11.1999 4.0696 -7.0808
H 9.7541 4.1511 -8.1350
H 10.5103 1.8009 -6.2179
H 9.0433 1.8124 -7.2453
H 8.9212 1.4022 -5.5157
C -8.6119 -1.1269 3.7720
S -9.9761 -1.0982 2.5832
O -9.5889 -0.1632 1.4763
C -11.1393 -0.2193 3.6539
H -7.7501 -1.6040 3.2996
H -8.3470 -0.1076 4.0625
H -8.9065 -1.7038 4.6515
H -10.7194 0.7445 3.9518
H -11.3522 -0.8254 4.5373
H -12.0650 -0.0541 3.0979
C 5.8983 7.8659 -8.7624
S 6.8105 6.3166 -8.9687
O 7.2114 5.8450 -7.6026
C 8.2703 7.0594 -9.7363
H 4.9531 7.6476 -8.2599
H 6.4785 8.5639 -8.1543
H 5.6934 8.3019 -9.7427
H 8.7052 7.8070 -9.0686
H 7.9889 7.5217 -10.6851
H 9.0030 6.2708 -9.9224
C -7.2338 1.7290 13.1099
S -8.5980 1.7577 11.9212
O -8.2107 2.6927 10.8142
C -9.7612 2.6366 12.9919
H -6.3720 1.2518 12.6375
H -6.9688 2.7483 13.4005
H -7.5284 1.1521 13.9895
H -9.3413 3.6004 13.2898
H -9.9741 2.0305 13.8753
H -10.6868 2.8017 12.4359

Results
Total charge ... +1
HOMO ... -0.3372 Eh
HOMO-LUMO gap ... 3.15 eV
Electronic energy ... -8597.7740 Eh

Mulliken population analysis, charges in e, atoms 1 to 99:
1. C -0.867
2. P 0.171
3. O -0.614
4. C 0.865
5. C -0.156
6. C -0.598
7. O -0.385
8. Si 0.530
9. C -0.707
10. C -0.841
11. C -0.814
12. C -1.172
13. O -0.506
14. N -0.261
15. C -0.002
16. N -0.045
17. Br 0.257
18. S 1.137
19. O -0.406
20. O -0.524
21. F -0.225
22. N 0.541
23. C 0.163
24. C 0.833
25. C 0.066
26. C -0.917
27. C 0.559
28. C -0.751
29. C -0.701
30. C -0.521
31. C -0.480
32. C 0.512
33. C -0.714
34. C -0.402
35. N 0.687
36. C -0.332
37. C -0.562
38. C -0.700
39. C -0.122
40. H 0.347
41. H 0.324
42. H 0.258
43. H 0.355
44. H 0.513
45. H -0.408
46. H 0.216
47. H 0.388
48. H 0.173
49. H 0.190
50. H 0.267
51. H 0.370
52. H 0.210
53. H 0.159
54. H 0.162
55. H 0.287
56. H 0.329
57. H 0.687
58. H 0.450
59. H 0.328
60. H -0.733
61. H 0.416
62. H -0.619
63. H -0.092
64. H -0.272
65. H 0.309
66. H 0.122
67. H 0.372
68. H -0.224
69. H 0.058
70. H 0.287
71. H 0.331
72. H 0.300
73. H 0.298
74. H 0.379
75. H 0.233
76. H 0.010
77. H 0.441
78. H -0.467
79. H 0.332
80. H 0.304
81. H 0.234
82. H 0.041
83. H 0.219
84. H 0.250
85. H 0.306
86. H 0.317
87. H 0.253
88. C -0.672
89. S 0.485
90. O -0.627
91. C -0.796
92. H 0.036
93. H 0.328
94. H 0.363
95. H 0.386
96. H 0.241
97. H 0.230
98. C -0.996
99. S 0.651



2.
ORCA calculation (ωB97M-V/def2-TZVPD) on 10 unconnected molecules or ions with the total composition C70H158N10O10 in a non-equilibrium geometry.

Cartesian coordinates (Å):
C -0.6136 3.0884 3.1788
C 0.0689 4.4458 2.9535
C 0.0940 4.8467 1.4624
C -0.8153 5.4657 3.6929
C -0.1379 6.7741 4.0177
C 1.1886 6.5402 4.7401
C 2.1369 5.5767 3.9933
C 2.7533 6.3146 2.7838
C 3.1905 5.2135 5.0303
N 1.3783 4.4077 3.5951
O 2.1822 3.3381 3.1295
H -0.0174 2.3107 2.7053
H -0.7486 2.8601 4.2358
H -1.6130 3.1155 2.7401
H 0.9768 4.4070 0.9901
H -0.7971 4.4123 1.0033
H 0.1133 5.9153 1.2555
H -1.7196 5.7128 3.1324
H -1.0687 4.9993 4.6521
H 0.0721 7.2777 3.0634
H -0.7065 7.5059 4.5939
H 0.9001 6.2342 5.7505
H 1.7259 7.4853 4.8618
H 3.2491 5.5704 2.1564
H 3.4584 7.0570 3.1610
H 2.0273 6.8119 2.1433
H 3.8012 6.0704 5.3244
H 3.9222 4.5024 4.6352
H 2.7602 4.8005 5.9426
H 2.0310 2.6661 3.8175
C -1.5107 -2.5275 7.1206
C -2.4574 -2.2173 5.9625
C -3.8350 -1.8515 6.5899
C -1.8594 -0.9756 5.2907
C -2.3730 -0.6771 3.8583
C -2.1893 -1.9186 3.0182
C -2.8290 -3.1670 3.6061
C -4.3582 -3.2095 3.3760
C -2.1758 -4.3075 2.7915
N -2.4755 -3.3136 5.0022
O -2.8648 -4.5453 5.5800
H -1.5064 -3.5886 7.3926
H -0.4653 -2.3033 6.9077
H -1.8287 -2.0604 8.0532
H -3.7802 -0.8561 7.0362
H -4.5805 -1.7097 5.8029
H -4.2382 -2.5494 7.3204
H -2.1254 -0.0820 5.8576
H -0.7768 -1.0572 5.1847
H -3.4108 -0.3283 3.8828
H -1.8339 0.1957 3.4798
H -1.1226 -2.0930 2.8406
H -2.5910 -1.7802 2.0082
H -4.6967 -3.1945 2.3415
H -4.8099 -2.3634 3.8984
H -4.7341 -4.0922 3.8960
H -2.1159 -4.2608 1.7044
H -2.6314 -5.2909 2.9639
H -1.1595 -4.4601 3.1739
H -2.0715 -5.0800 5.4568
C 0.2824 -6.4373 -2.9630
C -1.0365 -5.9509 -2.2712
C -1.6756 -7.1588 -1.5641
C -0.7855 -4.9184 -1.1654
C -0.7219 -3.4770 -1.6238
C -1.8485 -3.1733 -2.5717
C -1.9470 -4.0841 -3.7919
C -3.3167 -3.8525 -4.4386
C -0.8081 -3.7322 -4.7693
N -1.9642 -5.5062 -3.3237
O -2.1577 -6.4483 -4.3397
H 0.7293 -5.5518 -3.4111
H 0.9843 -6.9016 -2.2663
H 0.0482 -7.2126 -3.6886
H -2.6905 -6.9992 -1.1869
H -1.8268 -7.9597 -2.2935
H -1.0885 -7.5022 -0.7117
H -1.5093 -4.9680 -0.3498
H 0.1926 -5.1906 -0.7613
H -0.6346 -2.8441 -0.7367
H 0.2516 -3.3159 -2.1066
H -1.7656 -2.1404 -2.9211
H -2.8054 -3.2662 -2.0453
H -3.5269 -2.8238 -4.7460
H -4.0988 -4.1528 -3.7390
H -3.4975 -4.4041 -5.3644
H -0.9276 -4.2972 -5.6989
H 0.2149 -3.9085 -4.4478
H -0.9585 -2.7009 -5.0902
H -3.0196 -6.8229 -4.1263
C -5.5642 0.9173 -1.6277
C -6.0754 -0.4526 -1.1252
C -5.8272 -1.4747 -2.2521
C -5.3022 -0.9812 0.0921
C -5.6596 -0.2622 1.3972
C -7.1429 -0.4057 1.6232
C -8.0008 0.1369 0.4776
C -9.3855 -0.4958 0.6635
C -8.0760 1.6767 0.4748
N -7.5028 -0.4257 -0.8041
O -8.2943 -0.0647 -1.9002
H -6.0696 1.2721 -2.5228
H -5.6338 1.6566 -0.8278
H -4.4938 0.8877 -1.8555
H -6.4017 -1.2094 -3.1415
H -4.7664 -1.5947 -2.4562
H -6.2967 -2.4208 -1.9644
H -5.5072 -2.0414 0.2619
H -4.2187 -0.9005 -0.0344
H -5.1855 -0.6746 2.2910
H -5.3625 0.7907 1.3603
H -7.4064 0.1765 2.5143
H -7.4044 -1.4323 1.8898
H -10.1233 -0.0866 -0.0319
H -9.8108 -0.2527 1.6419
H -9.3480 -1.5797 0.5720
H -7.0789 2.1013 0.5392
H -8.6586 2.0369 1.3277
H -8.6738 1.9868 -0.3821
H -8.9051 -0.7993 -2.0228
C 3.2345 -5.1835 -0.5631
C 4.5302 -5.5990 -1.2842
C 4.6059 -7.1421 -1.2122
C 4.3778 -5.2960 -2.7926
C 4.5751 -3.8124 -3.0725
C 5.9572 -3.3675 -2.5854
C 6.2229 -3.6485 -1.0943
C 7.7401 -3.6518 -0.8382
C 5.5603 -2.5807 -0.2302
N 5.7679 -5.0136 -0.7652
O 5.9797 -5.3672 0.5863
H 3.4223 -5.1925 0.5149
H 2.9718 -4.1406 -0.7592
H 2.3763 -5.8092 -0.7964
H 3.7746 -7.5770 -1.7622
H 5.5721 -7.5123 -1.5576
H 4.5345 -7.4336 -0.1606
H 5.1414 -5.8604 -3.3294
H 3.3550 -5.5410 -3.0801
H 4.4747 -3.5881 -4.1383
H 3.7790 -3.2011 -2.6366
H 6.0062 -2.2839 -2.7206
H 6.7285 -3.8036 -3.2230
H 7.8914 -3.7615 0.2367
H 8.2081 -2.7055 -1.1141
H 8.2083 -4.4749 -1.3765
H 5.8846 -1.5435 -0.2707
H 5.5583 -2.9425 0.8036
H 4.4771 -2.5820 -0.3961
H 6.6645 -6.0424 0.5217
C 5.0854 3.9922 -0.3434
C 4.7638 4.2768 -1.8325
C 3.8309 5.4839 -1.8130
C 6.0394 4.7372 -2.5239
C 6.9601 3.5488 -2.8328
C 6.1962 2.5180 -3.6866
C 4.9665 1.9605 -2.9517
C 4.1387 1.1908 -3.9818
C 5.4086 1.0833 -1.7909
N 4.1888 3.1105 -2.4736
O 2.8512 2.8811 -2.1732
H 4.2218 3.5081 0.1290
H 5.9209 3.3071 -0.1968
H 5.2758 4.8432 0.3168
H 4.3578 6.4106 -1.5957
H 3.1473 5.5608 -2.6606
H 3.1123 5.3776 -0.9891
H 5.7959 5.3097 -3.4258
H 6.5469 5.4810 -1.9063
H 7.7457 3.9306 -3.4920
H 7.4071 3.2253 -1.8947
H 6.8424 1.7119 -4.0388
H 5.9349 3.0907 -4.5804
H 4.7135 0.4952 -4.5975
H 3.6911 1.8980 -4.6830
H 3.3256 0.6175 -3.5308
H 4.5927 0.8843 -1.0923
H 6.2343 1.4699 -1.1968
H 5.7661 0.1330 -2.2049
H 2.7920 2.2397 -1.4358
C -1.9454 1.2958 -0.1041
O -0.6882 1.4007 0.4832
C -0.1069 0.1762 0.8727
C 1.0701 -0.0767 -0.0671
C 1.8023 -1.3594 0.3361
N 1.9942 1.0681 0.0182
H -2.3793 2.2805 -0.2699
H -2.7250 0.8461 0.5400
H -2.0022 0.5959 -0.9474
H 0.1880 0.1706 1.9272
H -0.8201 -0.6511 0.7616
H 0.7133 -0.1737 -1.0936
H 1.0554 -2.1155 0.5980
H 2.4784 -1.1526 1.1661
H 2.3792 -1.8564 -0.4453
H 2.2875 1.2472 0.9768
H 1.4276 1.8915 -0.1897
C 1.4625 -3.0554 3.7012
O 1.7605 -1.6823 3.5259
C 2.9308 -1.2635 4.2129
C 3.0222 0.2576 4.0397
C 4.3637 0.7561 4.5455
N 1.8990 0.8882 4.8257
H 1.5540 -3.3822 4.7414
H 2.1393 -3.6578 3.0885
H 0.4313 -3.2233 3.3944
H 2.9342 -1.5805 5.2643
H 3.7891 -1.7957 3.7787
H 2.7554 0.5529 3.0238
H 4.5403 0.4823 5.5863
H 4.4008 1.8239 4.3271
H 5.1940 0.2816 4.0165
H 1.2738 0.0907 4.9536
H 2.2514 0.9958 5.7796
C 2.0525 -1.1741 -7.1352
O 0.8727 -0.9033 -6.4212
C 0.5459 0.4708 -6.4309
C -0.7050 0.8183 -5.6144
C -0.3926 0.7890 -4.1327
N -1.8504 -0.0803 -5.8308
H 2.9166 -0.6159 -6.7431
H 1.9932 -0.7321 -8.1359
H 2.3338 -2.2206 -7.1172
H 1.3815 0.9708 -5.9191
H 0.5374 0.9397 -7.4211
H -1.0430 1.8224 -5.8891
H 0.4004 1.4894 -3.8631
H -0.0449 -0.2197 -3.8649
H -1.2237 0.9177 -3.4378
H -1.4659 -0.9788 -5.5466
H -2.1372 -0.1138 -6.8012
C -4.6123 4.9480 -0.1940
O -4.6416 6.0928 -0.9960
C -3.6021 7.0049 -0.7462
C -3.8697 8.3751 -1.3339
C -4.1664 8.2001 -2.8305
N -2.6997 9.2427 -1.1832
H -4.6116 5.2266 0.8676
H -3.6964 4.3604 -0.3453
H -5.4693 4.3208 -0.4262
H -3.4956 7.0858 0.3518
H -2.6402 6.5750 -1.0675
H -4.7703 8.7936 -0.8841
H -4.0168 9.1478 -3.3500
H -5.1828 7.8517 -3.0089
H -3.5162 7.4640 -3.3105
H -2.4332 9.2123 -0.1985
H -1.9144 8.7789 -1.6367

Results
Energy above the lowest of the compared OMol25 structures with the same formula, charge and spin ... 24.67 kcal/mol
HOMO ... -0.2753 Eh
SMILES ... CC1(C)CCCC(C)(C)N1O.CC1(C)CCCC(C)(C)N1O.CC1(C)CCCC(C)(C)N1O.CC1(C)CCCC(C)(C)N1O.CC1(C)CCCC(C)(C)N1O.CC1(C)CCCC(C)(C)N1O.COC[C@H](C)N.COC[C@H](C)N.COC[C@H](C)N.COC[C@H](C)N
HOMO-LUMO gap ... 7.89 eV
Electronic energy ... -4061.5164 Eh

Mulliken population analysis, charges in e, atoms 1 to 99:
1. C -1.584
2. C 1.846
3. C -1.414
4. C -1.177
5. C -0.703
6. C -1.361
7. C 1.457
8. C -1.494
9. C -1.971
10. N 0.443
11. O 0.217
12. H -0.344
13. H 0.486
14. H 0.598
15. H -0.111
16. H 0.263
17. H 0.305
18. H 0.263
19. H 0.458
20. H 0.270
21. H 0.436
22. H 0.365
23. H 0.484
24. H 0.082
25. H 0.539
26. H 0.284
27. H 0.443
28. H 0.319
29. H 0.403
30. H 0.086
31. C -1.884
32. C 1.595
33. C -1.773
34. C -0.694
35. C 0.252
36. C 1.266
37. C 2.347
38. C -1.773
39. C -2.217
40. N 0.784
41. O -0.556
42. H 0.471
43. H 0.208
44. H 0.372
45. H 0.422
46. H 0.298
47. H 0.382
48. H 0.809
49. H -0.843
50. H 0.151
51. H -0.456
52. H -1.342
53. H 0.021
54. H 0.271
55. H 0.309
56. H 0.412
57. H 0.011
58. H 0.515
59. H 0.575
60. H 0.344
61. C -1.244
62. C 1.636
63. C -2.299
64. C -1.067
65. C 1.623
66. C -1.173
67. C 1.868
68. C -2.021
69. C -0.190
70. N 0.403
71. O -0.507
72. H -0.086
73. H 0.533
74. H 0.461
75. H 0.435
76. H 0.514
77. H 0.380
78. H -0.310
79. H 0.301
80. H -0.570
81. H -0.387
82. H 0.420
83. H 0.248
84. H 0.267
85. H 0.491
86. H 0.437
87. H 0.558
88. H -0.045
89. H -0.560
90. H 0.369
91. C -1.156
92. C 1.906
93. C -2.262
94. C -0.800
95. C 0.847
96. C -1.999
97. C 1.993
98. C -2.219
99. C -1.716



3.
ORCA calculation (ωB97M-V/def2-TZVPD) on a gas-phase ion, C3H2FO3 (charge -1) in a non-equilibrium geometry.

Cartesian coordinates (Å):
C -1.3525 0.5397 0.0183
C 1.2170 -0.0312 -0.0004
C -0.2544 -0.4724 -0.0541
O -2.4007 0.1015 -0.4555
O -1.0261 1.6521 0.3730
O 1.3207 -0.5493 1.2483
F -0.4858 -1.7499 -0.3674
H 1.8944 -0.6233 -0.6375
H 1.0875 1.1328 -0.1247

Results
Total charge ... -1
Energy above the lowest of the compared OMol25 structures with the same formula, charge and spin ... 0.00 kcal/mol
HOMO (spin up / spin down) ... -0.1178 / -0.1634 Eh
Spin multiplicity ... 3
HOMO-LUMO gap (spin up / spin down) ... 7.40 / 6.73 eV
<S²> ... 2.01
Electronic energy ... -441.0047 Eh

Partial atomic charges computed with the natural (NBO) method, in multiples of e:
1. C 0.647
2. C -0.216
3. C 0.356
4. O -0.745
5. O -0.744
6. O -0.375
7. F -0.327
8. H 0.158
9. H 0.247